This record from the OMol25 dataset describes a molecular structure, C21H24BCoN9OS. The level of theory is ωB97M-V with the def2-TZVPD basis set.

XYZ file:
```
58
Properties=species:S:1:pos:R:3:mulliken_spin:R:1
Co -1.575 -0.328 -0.913 0.03
C -1.173 0.112 -4.279 0.00
C -0.204 0.682 -3.309 0.00
C 0.920 1.471 -3.565 0.00
C 1.472 1.726 -2.328 0.00
N 0.718 1.122 -1.402 0.00
N -0.302 0.489 -1.995 0.00
B 0.812 1.162 0.146 0.00
N -0.493 1.845 0.579 0.00
C -0.787 2.724 1.545 0.00
C -2.141 2.978 1.513 0.00
C -2.635 2.168 0.487 0.00
C -4.023 1.993 -0.006 0.00
N -1.628 1.499 -0.058 0.01
N 0.734 -0.315 0.631 -0.02
C 1.632 -1.269 0.250 -0.01
C 1.232 -2.530 -0.026 0.02
C -0.211 -2.905 0.014 0.05
C -0.463 -4.388 0.229 0.02
N -0.526 -0.654 0.937 0.06
N 2.099 1.855 0.511 0.00
C 2.348 3.148 0.827 0.00
C 3.702 3.354 0.753 0.00
C 4.232 2.112 0.363 0.00
C 5.651 1.784 0.054 0.00
N 3.258 1.232 0.225 0.00
H -0.717 0.054 -5.264 0.00
H -2.063 0.739 -4.343 0.00
H -1.476 -0.885 -3.962 0.00
H 1.265 1.814 -4.518 0.00
H 2.339 2.295 -2.060 0.00
H -0.039 3.106 2.208 0.00
H -2.696 3.643 2.140 0.00
H -4.687 2.717 0.457 0.00
H -4.359 0.984 0.227 0.00
H -4.058 2.109 -1.089 0.00
H 2.642 -0.909 0.141 0.00
H 1.918 -3.263 -0.415 0.00
H 0.044 -4.737 1.129 -0.01
H -0.092 -4.942 -0.633 0.00
H -1.531 -4.578 0.326 0.00
H 1.562 3.837 1.054 0.00
H 4.240 4.256 0.956 0.00
H 6.319 2.342 0.708 0.00
H 5.880 2.059 -0.977 0.00
H 5.827 0.719 0.169 0.00
O -2.820 -1.221 0.033 0.29
N -2.333 -2.022 0.971 0.32
C -3.157 -2.783 1.692 -0.16
C -2.730 -3.435 2.814 0.30
C -1.395 -3.228 3.255 -0.09
C -0.523 -2.539 2.496 0.23
C -0.891 -2.017 1.144 -0.11
S -0.907 -2.431 -1.620 0.04
H -4.182 -2.787 1.352 0.00
H -3.409 -4.041 3.387 0.01
H -1.102 -3.599 4.226 0.00
H 0.481 -2.322 2.820 0.01
```

Computed properties:
Orbital gap (alpha / beta)   0.2347 / 0.1941 Ha
⟨S²⟩   0.8041
Multiplicity   2
LUMO level (alpha / beta)   -0.0136 / -0.0528 Eh
Relative energy (zero: lowest compared OMol25 entry of this formula, charge and spin)   517.6 kJ/mol
HOMO energy (alpha / beta)   -0.2482 / -0.2468 Ha